Model A:
Below is C4H9NS in the gas phase, with properties calculated with wB97M-V/def2-TZVPD.

Cartesian coordinates (Å):
C1 -1.871 -1.147 0.374
C2 -1.382 -0.252 -0.679
S1 -1.235 1.587 -0.182
C3 0.433 1.428 0.040
N1 1.057 0.373 -0.180
C4 2.507 0.179 0.103
H1 -2.832 -0.913 0.820
H2 -2.067 -2.146 0.067
H3 -1.189 -1.356 1.286
H4 -0.352 -0.486 -1.087
H5 -2.289 -0.174 -1.377
H6 0.913 2.391 0.190
H7 2.719 0.564 1.120
H8 2.578 -0.862 0.231
H9 3.011 0.815 -0.727

Total charge = 0
M = 103.190 Da
Gap between HOMO and LUMO = 0.35441 hartree
SMILES = CCS/C=N/C

---

Model B:
Below is 2 unconnected molecules or ions with the total composition C4H9NS, with properties calculated with wB97M-V/def2-TZVPD.

Cartesian coordinates (Å):
C1 -2.062 -0.588 1.143
C2 -2.799 0.381 -1.057
C3 1.106 0.936 1.004
C4 1.862 -0.451 -1.278
N1 -2.447 -0.273 -0.062
S1 1.024 -0.765 0.395
H1 -2.541 -1.473 1.534
H2 -2.525 -0.124 -1.974
H3 0.329 1.093 1.744
H4 2.171 1.178 1.495
H5 1.112 1.651 0.234
H6 2.772 -0.085 -0.955
H7 1.971 -1.430 -1.843
H8 1.176 0.242 -1.814
H9 -1.148 -0.292 1.434

Total charge = 0
M = 103.190 Da
Gap between HOMO and LUMO = 0.32391 hartree

---

model A has the most favorable energy; the next structure is 0.0754 hartree above.

---

Model A:
Below is C5H11NS2 in the gas phase, with properties calculated with wB97M-V/def2-TZVPD.

Cartesian coordinates (Å):
C1 2.332 1.074 -0.671
N1 1.333 0.507 0.339
C2 0.646 -0.747 -0.381
C3 -0.472 -1.347 0.339
C4 -1.166 -0.313 1.140
C5 -2.008 0.735 0.399
S1 -1.580 2.268 0.215
S2 -3.156 0.023 -0.769
H1 1.829 1.373 -1.669
H2 3.269 0.455 -0.830
H3 2.995 2.079 -0.263
H4 0.502 1.167 0.306
H5 0.144 -0.223 -1.373
H6 1.403 -1.461 -0.635
H7 -0.247 -2.212 1.158
H8 -1.131 -1.694 -0.430
H9 -1.657 -1.027 1.996
H10 -0.484 0.645 1.586
H11 -2.552 -1.302 -0.456

Total charge = 0
M = 149.284 Da
Gap between HOMO and LUMO = 0.31021 hartree
SMILES = CNCCCC(=S)S

---

Model B:
Below is 2 unconnected molecules or ions with the total composition C5H11NS2, with properties calculated with wB97M-V/def2-TZVPD.

Cartesian coordinates (Å):
C1 1.243 0.197 0.725
C2 -0.064 0.916 0.462
C3 -2.011 1.197 -0.514
C4 -2.216 -0.365 -0.076
C5 0.588 -1.328 0.796
H1 3.261 1.850 0.252
H2 1.797 0.196 1.733
H3 -0.329 0.270 -0.360
H4 -0.579 0.577 1.524
H5 -1.246 2.339 1.034
H6 -1.625 1.178 -1.505
H7 -2.983 1.646 -0.216
H8 -2.571 -0.313 0.960
H9 -3.085 -0.802 -0.550
H10 0.346 -1.840 1.800
H11 1.204 -2.024 0.165
N1 -1.004 1.992 0.163
S1 2.585 0.234 -0.571
S2 -0.860 -1.530 -0.325

Total charge = 0
M = 149.284 Da
Gap between HOMO and LUMO = 0.27660 hartree

---

model A has the most favorable energy; the next structure is 0.1008 hartree above.

---

Model A:
Below is C20H32ClN3O2S in the gas phase, with properties calculated with wB97M-V/def2-TZVPD.

Cartesian coordinates (Å):
C1 0.762 -7.460 3.603
C2 -0.280 -6.612 2.886
C3 0.334 -5.444 2.127
C4 -0.698 -4.579 1.414
C5 -0.079 -3.406 0.640
C6 -0.756 -2.085 0.963
N1 -0.136 -0.994 0.230
C7 -0.741 0.211 0.100
O1 -1.878 0.425 0.472
C8 0.154 1.298 -0.516
C9 0.747 2.075 0.648
C10 -0.087 2.838 1.455
C11 0.422 3.541 2.541
C12 -0.493 4.363 3.408
C13 1.785 3.468 2.814
C14 2.606 2.703 2.006
Cl1 4.310 2.622 2.353
C15 2.105 2.003 0.921
N2 -0.588 2.166 -1.412
C16 0.286 3.232 -1.906
C17 -0.273 4.050 -3.071
C18 0.156 3.545 -4.448
S1 -0.699 2.106 -5.046
N3 -2.147 2.530 -5.211
O2 0.061 1.531 -6.140
C19 -0.552 0.980 -3.660
C20 -1.345 1.452 -2.432
H1 0.304 -8.290 4.141
H2 1.481 -7.877 2.895
H3 1.321 -6.862 4.327
H4 -0.847 -7.235 2.188
H5 -1.005 -6.227 3.610
H6 0.905 -4.817 2.822
H7 1.058 -5.825 1.397
H8 -1.295 -5.200 0.742
H9 -1.398 -4.190 2.161
H10 0.984 -3.326 0.898
H11 -0.123 -3.581 -0.437
H12 -1.812 -2.109 0.693
H13 -0.708 -1.894 2.040
H14 0.840 -1.070 -0.004
H15 0.992 0.801 -1.043
H16 -1.145 2.869 1.224
H17 0.050 4.827 4.230
H18 -0.971 5.153 2.827
H19 -1.286 3.743 3.829
H20 2.208 4.004 3.653
H21 2.772 1.422 0.297
H22 0.492 3.898 -1.068
H23 1.269 2.825 -2.212
H24 -1.359 4.134 -3.015
H25 0.117 5.065 -2.978
H26 -0.027 4.285 -5.227
H27 1.215 3.280 -4.458
H28 -2.586 2.090 -6.011
H29 -0.949 0.046 -4.062
H30 0.513 0.835 -3.463
H31 -1.814 0.593 -1.958
H32 -2.171 2.075 -2.777

Total charge = 0
M = 414.015 Da
Gap between HOMO and LUMO = 0.34448 hartree
SMILES = CCCCCCNC(=O)[C@H](c1cc(C)cc(Cl)c1)N1CCC[S@@](=N)(=O)CC1

---

Model B:
Below is C20H32ClN3O2S in the gas phase, with properties calculated with wB97M-V/def2-TZVPD.

Cartesian coordinates (Å):
C1 -3.233 6.611 -0.796
C2 -2.687 5.815 -1.974
C3 -2.007 4.521 -1.543
C4 -1.441 3.736 -2.722
C5 -0.888 2.360 -2.355
C6 0.076 2.387 -1.176
N1 0.645 1.073 -0.926
C7 0.363 0.357 0.191
O1 -0.225 0.809 1.153
C8 0.803 -1.114 0.102
C9 -0.398 -1.870 -0.440
C10 -1.548 -1.971 0.333
C11 -2.675 -2.626 -0.147
C12 -3.908 -2.748 0.707
C13 -2.641 -3.178 -1.426
C14 -1.493 -3.071 -2.189
Cl1 -1.460 -3.765 -3.784
C15 -0.365 -2.424 -1.712
N2 1.227 -1.636 1.387
C16 1.548 -3.058 1.265
C17 2.233 -3.675 2.485
C18 3.755 -3.731 2.384
S1 4.614 -2.189 2.572
N3 4.433 -1.890 4.052
O2 5.920 -2.291 1.947
C19 3.688 -1.036 1.551
C20 2.250 -0.825 2.039
H1 -3.717 7.532 -1.123
H2 -3.967 6.028 -0.237
H3 -2.433 6.883 -0.104
H4 -3.498 5.580 -2.669
H5 -1.972 6.426 -2.533
H6 -1.210 4.760 -0.833
H7 -2.726 3.898 -0.998
H8 -2.218 3.612 -3.482
H9 -0.649 4.331 -3.191
H10 -1.711 1.684 -2.102
H11 -0.386 1.926 -3.226
H12 0.879 3.109 -1.353
H13 -0.431 2.674 -0.258
H14 1.057 0.582 -1.702
H15 1.611 -1.189 -0.651
H16 -1.550 -1.521 1.319
H17 -4.780 -3.011 0.110
H18 -3.775 -3.524 1.464
H19 -4.114 -1.814 1.228
H20 -3.506 -3.689 -1.828
H21 0.524 -2.363 -2.326
H22 0.613 -3.585 1.075
H23 2.182 -3.246 0.378
H24 1.929 -3.179 3.407
H25 1.895 -4.709 2.568
H26 4.189 -4.348 3.171
H27 4.074 -4.122 1.416
H28 4.866 -1.009 4.317
H29 4.280 -0.122 1.633
H30 3.760 -1.377 0.517
H31 1.973 0.219 1.919
H32 2.226 -1.011 3.114

Total charge = 0
M = 414.015 Da
Gap between HOMO and LUMO = 0.34779 hartree
SMILES = CCCCCCNC(=O)[C@H](c1cc(C)cc(Cl)c1)N1CCC[S@@](=N)(=O)CC1

---

model B has the most favorable energy; the next structure is 0.0059 hartree above.

---

Model A:
Below is C2H5NO2 in the gas phase, with properties calculated with wB97M-V/def2-TZVPD.

Cartesian coordinates (Å):
N1 1.295 1.137 -0.837
C1 0.086 1.058 -0.001
C2 -0.373 -0.329 0.390
O1 -0.420 -0.814 1.504
O2 -0.620 -1.095 -0.749
H1 1.971 0.320 -0.784
H2 0.921 0.952 -1.831
H3 -0.729 1.544 -0.545
H4 0.225 1.611 0.974
H5 -1.414 -1.482 -0.331

Total charge = 0
M = 75.067 Da
Gap between HOMO and LUMO = 0.39181 hartree
SMILES = NCC(=O)O

---

Model B:
Below is 2 unconnected molecules or ions with the total composition C2H5NO2, with properties calculated with wB97M-V/def2-TZVPD.

Cartesian coordinates (Å):
C1 -1.083 0.008 -1.081
C2 0.711 -0.441 1.099
N1 -0.032 -0.832 -1.038
O1 0.164 0.461 -1.506
O2 0.615 0.900 1.244
H1 -1.772 0.038 -1.969
H2 -1.513 0.271 -0.163
H3 1.673 -0.816 0.776
H4 -0.160 -0.869 1.727
H5 1.398 1.278 0.912

Total charge = 0
M = 75.067 Da
Gap between HOMO and LUMO (spin up / spin down) = 0.30686 / 0.33265 hartree

---

Model C:
Below is C2H5NO2 in the gas phase, with properties calculated with wB97M-V/def2-TZVPD.

Cartesian coordinates (Å):
N1 -1.738 0.110 -0.084
C1 -0.656 -0.804 0.101
C2 0.688 -0.084 -0.033
O1 1.816 -0.483 -0.058
O2 0.447 1.230 0.015
H1 -2.420 -0.020 0.634
H2 -2.190 0.024 -1.021
H3 -0.594 -1.571 -0.643
H4 -0.567 -1.225 1.130
H5 -0.356 1.366 0.424

Total charge = 0
M = 75.067 Da
Gap between HOMO and LUMO = 0.38341 hartree
SMILES = NCC(=O)O

---

model C has the most favorable energy; the next structure is 0.0093 hartree above.

---

Model A:
Below is 2 unconnected molecules or ions with the total composition CHFI2S, with properties calculated with wB97M-V/def2-TZVPD.

Cartesian coordinates (Å):
F1 -1.219 1.361 0.589
C1 -0.064 1.044 0.100
S1 0.315 1.233 -1.515
H1 0.772 0.717 0.715
I1 4.318 -0.792 -0.957
I2 4.209 1.266 0.736

Total charge = 0
M = 317.892 Da
Gap between HOMO and LUMO = 0.27849 hartree
SMILES = FC=S.II

---

Model B:
Below is a molecular structure, CHFI2S, with properties calculated with wB97M-V/def2-TZVPD.

Cartesian coordinates (Å):
C1 -1.949 0.138 -0.426
F1 -2.624 1.205 -0.025
S1 2.892 0.366 1.088
I1 0.112 0.285 -0.303
I2 3.986 -1.211 -0.222
H1 -2.419 -0.784 -0.111

Total charge = 0
M = 317.892 Da
Gap between HOMO and LUMO (spin up / spin down) = 0.30873 / 0.21198 hartree

---

model A has the most favorable energy; the next structure is 0.0870 hartree above.

---

Model A:
Below is 2 unconnected molecules or ions with the total composition C3H13N3O, with properties calculated with wB97M-V/def2-TZVPD.

Cartesian coordinates (Å):
N1 1.907 0.268 1.661
C1 2.332 -0.378 0.439
C2 1.309 -0.826 -0.678
N2 0.155 0.026 -0.933
C3 -1.019 -0.688 -1.257
N3 -2.426 -0.022 -1.345
H1 2.408 -0.165 2.449
H2 1.010 0.667 1.932
H3 3.297 0.014 -0.109
H4 2.771 -1.326 0.691
H5 0.935 -1.846 -0.321
H6 1.805 -0.878 -1.733
H7 0.007 0.728 -0.138
H8 -0.992 -1.072 -2.341
H9 -1.006 -1.474 -0.451
H10 -2.573 0.476 -0.354
H11 -2.186 0.741 -1.977
O1 -2.280 1.763 1.753
H12 -3.209 2.150 1.873
H13 -2.246 1.842 0.839

Total charge = 0
M = 107.157 Da
Gap between HOMO and LUMO = 0.33923 hartree
SMILES = NCCNCN.O

---

Model B:
Below is a molecular structure, C3H13N3O, with properties calculated with wB97M-V/def2-TZVPD.

Cartesian coordinates (Å):
C1 2.468 1.504 -0.781
C2 -0.749 -1.653 0.936
N1 1.748 0.503 -0.037
N2 -0.583 -0.255 0.522
O1 2.542 -0.732 -0.019
H1 3.214 -0.589 0.663
H2 0.108 0.241 1.153
H3 1.822 2.382 -0.855
H4 2.768 1.185 -1.791
H5 3.384 1.813 -0.253
H6 -1.251 -1.718 1.908
H7 -1.334 -2.199 0.198
H8 0.250 -2.081 1.001
C3 -2.551 0.188 -0.774
N3 -1.759 0.534 0.398
H9 -2.316 0.444 1.248
H10 0.514 0.062 -0.259
H11 -3.377 0.897 -0.839
H12 -1.925 0.300 -1.659
H13 -2.971 -0.825 -0.760

Total charge = 0
M = 107.157 Da
Gap between HOMO and LUMO = 0.30668 hartree

---

Model C:
Below is 2 unconnected molecules or ions with the total composition C3H13N3O, with properties calculated with wB97M-V/def2-TZVPD.

Cartesian coordinates (Å):
N1 -2.267 1.683 1.731
C1 -0.932 1.211 1.979
C2 -0.750 -0.112 1.182
N2 0.619 -0.582 1.270
H1 -2.575 2.499 2.224
H2 -2.590 1.701 0.766
H3 -0.860 1.030 3.072
H4 -0.158 1.969 1.707
H5 -1.047 0.033 0.130
H6 -1.419 -0.847 1.648
H7 1.219 0.237 1.398
H8 0.735 -1.116 2.155
N3 0.428 -0.062 -2.925
C3 1.545 -0.514 -2.051
O1 1.370 -1.711 -1.274
H9 0.147 -0.919 -3.455
H10 -0.337 0.156 -2.279
H11 2.393 -0.624 -2.688
H12 1.799 0.238 -1.310
H13 1.097 -1.471 -0.366

Total charge = 0
M = 107.157 Da
Gap between HOMO and LUMO = 0.37343 hartree
SMILES = NCCN.NCO

---

Model D:
Below is 2 unconnected molecules or ions with the total composition C3H13N3O, with properties calculated with wB97M-V/def2-TZVPD.

Cartesian coordinates (Å):
N1 -1.536 -2.144 0.123
C1 -0.278 -1.870 0.810
C2 0.689 -1.139 -0.091
N2 0.360 0.234 -0.468
C3 1.258 1.235 0.166
N3 1.265 2.559 -0.377
H1 -2.037 -1.264 0.020
H2 -2.131 -2.735 0.689
H3 -0.384 -1.315 1.759
H4 0.177 -2.817 1.113
H5 0.891 -1.772 -0.963
H6 1.691 -1.195 0.369
H7 0.524 0.270 -1.466
H8 1.045 1.231 1.232
H9 2.270 0.801 0.068
H10 0.327 2.902 -0.563
H11 1.710 2.548 -1.283
O1 -2.140 1.335 -0.722
H12 -2.485 1.930 -0.030
H13 -1.216 1.205 -0.386

Total charge = 0
M = 107.157 Da
Gap between HOMO and LUMO = 0.37169 hartree
SMILES = NCCNCN.O

---

model D has the most favorable energy; the next structure is 0.0051 hartree above.